No. 1
ORCA calculation (wB97M-V/def2-TZVPD) on the molecule C4H9NO2 in a non-equilibrium geometry.

Values from the calculation:
- DFT total energy: -9879.567 eV
- Charge: 0
- E_HOMO: -0.3705 hartree
- ΔE to the lowest compared entry with this formula, charge and spin: 0.494 eV
- Orbital gap: 0.4041 Eh
- SMILES string: CCCOC(N)=O

```
16
Properties=species:S:1:pos:R:3:forces:R:3:lowdin_charge:R:1
C -2.6405 0.0916 -0.0706 -0.2 0.0 0.0 -0.112
C -1.2291 0.5974 -0.3072 -0.2 0.0 0.0 -0.245
C -0.2141 -0.3005 0.3503 -0.3 0.1 0.0 -0.196
O 1.0386 0.3463 0.1157 0.4 0.3 -0.2 0.000
C 2.1178 -0.4312 0.2115 0.0 -1.1 0.1 -0.640
O 2.0396 -1.6102 0.4438 0.3 -0.4 0.6 0.090
N 3.2719 0.2745 -0.0254 0.0 0.8 -0.5 0.158
H -2.8731 0.0644 0.9998 0.0 0.0 -0.1 0.076
H -3.3638 0.7493 -0.5553 0.0 -0.1 0.1 0.070
H -2.7807 -0.9198 -0.4709 0.0 0.2 0.1 0.077
H -1.0093 0.6393 -1.3816 0.0 0.0 0.2 0.117
H -1.1004 1.6139 0.0848 -0.1 -0.2 -0.1 0.117
H -0.3614 -0.3655 1.4352 0.0 0.0 -0.1 0.139
H -0.2468 -1.3195 -0.0559 0.2 0.3 0.0 0.132
H 4.1747 -0.1489 0.1578 -0.6 -0.4 -0.3 0.109
H 3.1763 0.7188 -0.9320 0.5 0.4 0.4 0.106
```
Forces are in eV/Å.

No. 2
ORCA calculation (wB97M-V/def2-TZVPD) on the molecule C4H9NO2.

Values from the calculation:
- DFT total energy: -9878.291 eV
- Charge: 0
- E_HOMO: -0.3327 hartree
- ΔE to the lowest compared entry with this formula, charge and spin: 1.770 eV
- Orbital gap: 0.3623 Eh
- SMILES string: CNCC(=O)OC

```
16
Properties=species:S:1:pos:R:3:forces:R:3:lowdin_charge:R:1
C 0.3714 2.3426 1.0815 0.0 0.2 0.2 -0.136
N 0.4972 1.4747 -0.0757 0.2 0.1 -0.1 -0.114
C -0.0059 0.1437 0.1501 -0.2 0.0 0.0 -0.168
C 0.8954 -0.9400 -0.3988 0.2 0.1 0.0 -0.469
O 2.0954 -0.8418 -0.4518 -0.6 0.0 0.0 0.118
O 0.3056 -2.0923 -0.7648 0.1 -0.1 -0.1 -0.019
C -1.0919 -2.2552 -1.0048 -0.2 -0.1 -0.1 -0.052
H -0.6551 2.2914 1.4637 0.2 0.0 -0.1 0.079
H 0.5613 3.3825 0.7981 0.0 -0.2 0.0 0.076
H 1.0509 2.0755 1.9078 -0.1 0.0 -0.1 0.082
H 1.4559 1.4204 -0.3956 0.1 0.0 0.1 0.101
H -0.9947 0.0575 -0.2908 0.0 0.2 0.1 0.092
H -0.1204 -0.1044 1.2185 0.1 0.0 0.0 0.144
H -1.4346 -3.1001 -0.4069 0.1 0.0 -0.1 0.097
H -1.2208 -2.4639 -2.0681 0.0 -0.1 0.1 0.098
H -1.7099 -1.3907 -0.7620 0.2 -0.2 0.0 0.072
```
Forces are in eV/Å.

No. 3
ORCA calculation (wB97M-V/def2-TZVPD) on a cluster of 2 separate species, C4H9NO2 in total.

Values from the calculation:
- DFT total energy: -9877.291 eV
- Charge: 0
- E_HOMO: -0.3125 hartree
- ΔE to the lowest compared entry with this formula, charge and spin: 2.769 eV
- Orbital gap: 0.3413 Eh

```
16
Properties=species:S:1:pos:R:3:forces:R:3:lowdin_charge:R:1
C 0.6188 1.4833 0.7328 0.3 -0.4 -0.1 -0.333
C -0.5937 1.0077 1.2583 0.1 -0.6 -0.1 -0.039
C 0.2520 -0.5771 -1.7909 0.0 0.0 0.2 -0.071
N -0.7248 -1.0295 -0.8168 0.0 0.0 0.0 -0.038
C -0.4554 -0.9563 0.5263 0.0 0.6 0.1 -0.327
O 1.7366 0.9528 0.9903 -0.4 0.4 0.0 -0.054
O 0.7510 -1.2888 0.9380 0.3 0.3 0.0 -0.013
H 1.3728 -0.4219 1.0330 -0.4 -0.3 0.0 0.075
H -1.6897 -0.8525 -1.0550 0.1 0.0 0.0 0.130
H 0.5825 2.2560 -0.0517 0.1 0.0 0.0 0.114
H -1.5134 1.4823 0.9355 0.0 0.0 0.0 0.074
H -0.5784 0.6457 2.2795 0.0 0.0 0.0 0.089
H -1.2866 -1.2970 1.1408 0.0 0.0 0.0 0.139
H 0.3556 0.5164 -1.7873 0.0 0.0 0.0 0.077
H -0.0479 -0.9108 -2.7833 0.0 0.0 0.1 0.084
H 1.2208 -1.0102 -1.5496 0.0 0.0 0.0 0.092
```
Forces are in eV/Å.

No. 4
ORCA calculation (wB97M-V/def2-TZVPD) on the molecule C4H9NO2.

Values from the calculation:
- DFT total energy: -9878.606 eV
- Charge: 0
- E_HOMO: -0.3616 hartree
- ΔE to the lowest compared entry with this formula, charge and spin: 1.455 eV
- Orbital gap: 0.3955 Eh
- SMILES string: COCCNC=O

```
16
Properties=species:S:1:pos:R:3:forces:R:3:lowdin_charge:R:1
C -1.6936 0.5798 0.9755 -0.1 0.2 0.2 -0.109
O -1.2631 -0.4554 0.1188 0.0 0.0 -0.1 -0.192
C -0.6102 0.0057 -1.0440 0.2 0.1 -0.2 -0.224
C 0.7149 -0.7553 -1.2040 -0.1 0.0 -0.1 -0.151
N 1.4568 -0.8372 0.0447 -0.1 0.1 0.2 0.023
C 1.7514 0.2748 0.7658 0.0 0.1 -0.1 -0.363
O 1.6551 1.4152 0.3501 0.1 -0.4 0.1 0.012
H -0.8909 1.3066 1.1689 -0.1 -0.2 -0.1 0.082
H -2.5620 1.1161 0.5656 0.1 -0.1 0.0 0.090
H -1.9865 0.1113 1.9182 0.0 0.1 -0.1 0.089
H -0.4048 1.0778 -0.9657 0.0 -0.1 0.0 0.110
H -1.2375 -0.1538 -1.9344 0.1 0.0 0.2 0.124
H 1.3345 -0.2704 -1.9668 -0.2 0.0 0.1 0.125
H 0.5221 -1.7836 -1.5268 0.0 0.2 0.0 0.121
H 1.3430 -1.6875 0.5736 0.1 0.1 0.0 0.130
H 2.1034 0.0373 1.7899 0.0 0.1 -0.2 0.134
```
Forces are in eV/Å.